1.
The following is a DFT calculation (ωB97M-V/def2-TZVPD) of a molecular structure, C18H36As2F12O18Tl.

Properties
LUMO level in eV: -11.493
ΔE to the lowest compared entry with this formula, charge and spin in kJ/mol: 794.1
E_HOMO in eV: -12.6
Total charge: +1

Each line ends with the Löwdin charge.
Element x y z (Å)
Tl: -18.62702 -17.47391 14.06961  0.973
As: -19.40273 -23.24372 14.56943  0.841
F: -20.39817 -21.72180 14.62572  -0.313
F: -20.70388 -24.09186 13.76160  -0.255
F: -18.38694 -24.66486 14.44357  -0.256
F: -17.99914 -22.29990 15.16930  -0.261
F: -19.87011 -23.59523 16.24152  -0.258
F: -18.87639 -22.55781 13.01745  -0.261
As: -12.83944 -18.36128 17.32949  0.938
F: -14.61829 -18.40320 17.02856  -0.288
F: -12.88326 -20.20122 17.10710  -0.261
F: -11.06223 -18.34243 17.60856  -0.260
F: -12.85462 -16.60187 17.38694  -0.245
F: -13.14900 -18.46688 19.11202  -0.264
F: -12.61660 -18.18999 15.53045  -0.267
C: -12.92850 -22.33530 11.44354  -0.049
O: -12.91497 -21.55443 10.26181  -0.025
C: -13.78197 -20.43918 10.14450  -0.374
O: -14.72808 -20.16545 10.94131  0.146
O: -13.56837 -19.73200 8.96435  -0.006
C: -12.59760 -20.10711 7.96539  -0.024
H: -12.49233 -23.31719 11.25983  0.098
H: -13.90383 -22.62892 11.83164  0.099
H: -12.38196 -21.86951 12.26357  0.108
H: -12.54611 -21.17436 7.74990  0.100
H: -11.60482 -19.83813 8.32614  0.100
H: -12.75750 -19.48990 7.08132  0.101
C: -18.98846 -21.00189 20.74382  -0.004
O: -20.28043 -20.40023 20.96178  -0.007
C: -20.98364 -19.69930 20.01652  -0.441
O: -20.46379 -19.33979 18.97572  0.190
O: -22.30646 -19.35592 20.41968  -0.020
C: -23.03483 -19.96162 21.54147  0.003
H: -19.13296 -21.84852 20.07267  0.104
H: -18.56751 -21.35459 21.68536  0.105
H: -18.23693 -20.45777 20.17177  0.104
H: -22.67450 -20.98717 21.46072  0.101
H: -24.09436 -19.70768 21.57325  0.101
H: -22.67835 -19.54561 22.48378  0.096
C: -20.98873 -29.91623 14.25887  -0.015
O: -22.33310 -29.62502 14.60867  0.002
C: -23.39666 -30.20797 13.96766  -0.457
O: -23.31784 -30.78287 12.87382  0.159
O: -24.53807 -29.98564 14.73090  0.016
C: -25.75195 -30.65563 14.32250  -0.045
H: -20.48822 -29.53268 15.14794  0.110
H: -20.74870 -29.37642 13.34285  0.109
H: -20.85583 -30.99151 14.13968  0.105
H: -26.61275 -30.52928 14.97915  0.094
H: -25.74158 -31.74057 14.21819  0.099
H: -26.16711 -30.28046 13.38710  0.096
C: -14.60466 -27.78708 9.73232  -0.010
O: -13.70917 -28.75176 10.34960  0.033
C: -12.43603 -28.85393 9.93329  -0.534
O: -11.89639 -28.11720 9.12512  0.160
O: -11.90312 -30.03983 10.30022  0.020
C: -10.65501 -30.50203 9.77027  -0.025
H: -15.60175 -28.18131 9.53615  0.093
H: -14.24434 -27.60128 8.72051  0.097
H: -14.91303 -26.91545 10.30961  0.099
H: -9.79881 -29.83165 9.84506  0.096
H: -10.73814 -30.49367 8.68348  0.101
H: -10.31568 -31.41597 10.25779  0.105
C: -16.25145 -24.38704 1.30834  -0.068
O: -16.52039 -24.55682 2.67553  -0.027
C: -16.91126 -23.40612 3.43477  -0.448
O: -16.78389 -22.21204 3.11161  0.119
O: -17.20673 -23.82195 4.69975  -0.014
C: -17.90097 -22.87580 5.60878  -0.001
H: -15.57523 -23.53270 1.27759  0.093
H: -17.15170 -24.09790 0.76608  0.102
H: -15.71290 -25.19810 0.81820  0.101
H: -18.74278 -22.39241 5.11299  0.096
H: -17.22926 -22.09751 5.97093  0.091
H: -18.27485 -23.43910 6.46377  0.093
C: -25.25920 -16.59007 10.23830  0.014
O: -25.74291 -17.64897 11.13431  0.024
C: -25.00521 -18.38370 11.93189  -0.564
O: -23.78451 -18.16197 12.18278  0.107
O: -25.64624 -19.51468 12.07545  0.029
C: -24.93963 -20.60048 12.64512  -0.023
H: -25.27261 -15.55447 10.57808  0.099
H: -25.67467 -16.71837 9.23878  0.099
H: -24.21776 -16.85604 10.05727  0.086
H: -24.15158 -20.94392 11.97495  0.106
H: -25.60150 -21.45725 12.51878  0.101
H: -24.68093 -20.37195 13.67903  0.111



2.
The following is a DFT calculation (ωB97M-V/def2-TZVPD) of a molecular structure, C18H36AsN4S5Si2Ta.

Properties
LUMO level (alpha / beta) in eV: -1.572 / -1.572
ΔE to the lowest compared entry with this formula, charge and spin in kJ/mol: 5.5
E_HOMO (alpha / beta) in eV: -6.5 / -6.5

Each line ends with the Löwdin charge.
Element x y z (Å)
Ta: -0.29439 -0.53075 -0.82946  0.889
C: -2.32281 1.71545 -3.61599  -0.222
C: -0.85805 1.18024 -3.71614  -0.239
N: 0.00007 1.16360 -2.55599  -0.196
C: 0.21242 2.48131 -1.84661  -0.259
C: -0.84800 2.96870 -0.81022  -0.389
S: -1.67158 1.62609 0.09973  0.875
C: -3.44412 1.54896 -0.20670  -0.416
C: -3.84623 2.13004 -1.65191  -0.242
N: -3.14708 1.27849 -2.55727  -0.133
H: -2.16559 2.81239 -3.56311  0.117
H: -2.82991 1.59149 -4.57665  0.117
H: -0.92386 0.10540 -4.06676  0.090
H: -0.28968 1.78155 -4.46333  0.127
H: 0.94133 0.89501 -2.89094  0.082
H: 1.11002 2.28075 -1.21934  0.031
H: 0.52146 3.26897 -2.56464  0.130
H: -0.28972 3.49956 -0.02326  0.073
H: -1.53273 3.72823 -1.18603  0.073
H: -3.77607 0.50326 -0.19134  0.071
H: -4.00674 2.01369 0.59060  0.062
H: -4.95803 2.03974 -1.67640  0.114
H: -3.65245 3.21236 -1.82490  0.114
H: -3.48919 0.34267 -2.66292  0.056
C: 3.20250 2.94476 0.95749  -0.192
Si: 3.00043 1.33534 0.09663  0.334
C: 4.30565 0.17530 0.74084  -0.171
C: 3.39162 1.62249 -1.71457  -0.206
N: 1.33448 0.73962 0.35399  -0.255
C: 1.06223 0.34643 1.67017  -0.374
C: 1.36290 1.19902 2.76125  -0.083
C: 1.37940 0.83392 4.09865  -0.087
C: 0.97490 -0.48928 4.30259  -0.117
C: 0.59746 -1.38191 3.29565  -0.053
C: 0.40728 -0.94441 1.94902  -0.346
N: -0.44257 -1.49973 1.03334  -0.221
Si: -1.34908 -3.07731 1.39367  0.424
C: -0.15774 -4.50101 1.58950  -0.183
C: -2.20372 -2.77026 3.04326  -0.179
C: -2.69122 -3.54049 0.23224  -0.256
H: 3.72855 3.54448 0.21296  0.027
H: 3.82602 2.82765 1.86601  0.056
H: 2.24004 3.44513 1.03048  0.023
H: 5.21889 0.74819 1.09544  0.055
H: 4.67252 -0.41357 -0.09443  0.005
H: 3.96365 -0.65217 1.42586  0.051
H: 4.50147 1.86507 -1.66201  0.058
H: 2.91095 2.45494 -2.30360  0.039
H: 3.25513 0.68231 -2.29644  -0.005
H: 1.66319 2.20214 2.42183  0.069
H: 1.52663 1.63367 4.81825  0.100
H: 0.90340 -0.82368 5.29668  0.075
H: 0.26183 -2.38236 3.64671  0.086
H: -0.07438 -5.16953 0.73489  -0.021
H: -0.49614 -5.18214 2.41409  0.053
H: 0.84983 -4.19612 1.83204  0.011
H: -2.44483 -1.72320 3.19635  0.036
H: -1.54434 -3.17506 3.82541  0.021
H: -3.10676 -3.41102 3.05529  0.034
H: -2.27024 -3.92872 -0.69598  -0.043
H: -3.37518 -2.70437 0.08222  0.007
H: -3.35026 -4.25007 0.81080  0.057
S: 0.02456 -4.82363 -2.28859  -0.095
As: 2.02699 -5.09906 -1.71340  0.390
S: -1.78759 -1.57139 -2.07849  0.111
S: 1.62177 -1.48295 -1.68159  -0.038
S: 2.64073 -3.04427 -0.74489  -0.119



3.
The following is a DFT calculation (ωB97M-V/def2-TZVPD) of 6 unconnected molecules or ions with the total composition C18H36BCl10IOS2.

Properties
LUMO level in eV: 0.247
SMILES: CCSCB(CSCC)CC(=O)I.ClCCCl.ClCCCl.ClCCCl.ClCCCl.ClCCCl
ΔE to the lowest compared entry with this formula, charge and spin in kJ/mol: 199.6
E_HOMO in eV: -8.2

Each line ends with the Löwdin charge.
Element x y z (Å)
C: -1.50906 4.57921 -1.18471  -0.179
C: -0.74517 4.63889 0.23316  -0.519
S: -1.19520 3.13568 1.21878  0.797
C: -0.05489 1.71178 0.88102  -0.404
B: -0.71986 0.47679 0.08139  -0.407
C: 0.24868 -0.36105 -0.94960  -0.456
S: -0.61614 -0.74377 -2.57317  0.754
C: -1.20275 0.87005 -3.33256  -0.510
C: -2.80557 0.94852 -3.50153  -0.195
C: -2.25557 -0.03075 0.19617  -0.140
C: -2.95441 0.20970 1.60796  -0.745
O: -2.43307 0.03153 2.72912  -0.064
I: -5.03603 0.94621 1.52116  0.713
H: -0.73134 4.34346 -1.99945  0.071
H: -2.25136 3.70439 -1.12423  0.053
H: -2.05134 5.54576 -1.44627  0.071
H: -1.17699 5.53778 0.80626  0.076
H: 0.37219 4.83763 0.14882  0.081
H: 0.46803 1.29403 1.81807  0.070
H: 0.79522 2.11974 0.21992  0.070
H: 0.39850 -1.38168 -0.43620  0.059
H: 1.26438 0.13335 -1.09618  -0.021
H: -0.75409 0.95558 -4.38585  0.068
H: -0.79997 1.72319 -2.67761  0.071
H: -3.16530 -0.10529 -3.77124  0.001
H: -3.34078 1.28241 -2.55203  0.058
H: -3.12769 1.63152 -4.36067  0.080
H: -2.88155 0.41720 -0.63957  0.075
H: -2.26319 -1.16998 0.01471  0.134
Cl: -2.10897 -1.64934 -5.27798  0.607
C: -1.89418 -3.40992 -5.10201  -0.692
C: -3.12890 -4.08230 -4.53975  -0.655
Cl: -3.41663 -3.64557 -2.83636  0.539
H: -1.01915 -3.58240 -4.47066  -0.039
H: -1.67884 -3.80272 -6.09529  0.023
H: -3.00630 -5.16645 -4.57240  0.057
H: -4.02200 -3.82341 -5.11072  0.070
Cl: 0.65080 -1.17066 7.17067  0.532
C: -0.66495 -0.08442 6.65616  -0.658
C: -0.54104 0.31543 5.20085  -0.665
Cl: 0.85383 1.38401 4.91147  0.558
H: -0.66072 0.78659 7.31344  0.068
H: -1.60036 -0.62437 6.81263  0.075
H: -1.42957 0.86701 4.89068  0.064
H: -0.43929 -0.55544 4.55271  0.068
Cl: 3.61517 5.83221 6.01485  0.534
C: 3.26725 4.08838 6.12729  -0.681
C: 2.95051 3.65775 7.54420  -0.671
Cl: 4.37650 3.74456 8.60849  0.534
H: 4.12449 3.54614 5.72530  0.069
H: 2.40906 3.89506 5.48107  0.040
H: 2.61490 2.61891 7.54839  0.060
H: 2.16269 4.27175 7.98291  0.070
Cl: 3.48815 1.26901 -1.17223  0.587
C: 4.08442 0.96181 0.47930  -0.635
C: 4.34379 -0.50897 0.73019  -0.641
Cl: 2.83904 -1.45610 0.77438  0.604
H: 3.35459 1.36752 1.18222  0.065
H: 5.01303 1.52454 0.59052  0.074
H: 4.82974 -0.63908 1.69891  0.074
H: 4.99128 -0.93895 -0.03531  0.071
Cl: 0.88940 -4.86463 -4.23601  0.620
C: 0.97108 -6.55911 -4.78875  -0.630
C: 0.73091 -6.69656 -6.27881  -0.641
Cl: -0.95248 -6.33015 -6.72951  0.587
H: 0.24763 -7.13693 -4.21149  0.073
H: 1.97075 -6.92121 -4.54197  0.073
H: 0.92328 -7.72479 -6.59042  0.073
H: 1.38546 -6.03905 -6.85264  0.072



4.
The following is a DFT calculation (ωB97M-V/def2-TZVPD) of a molecular structure, C18H36Cd3O30S3.

Properties
LUMO level in eV: -1.513
E_HOMO in eV: -6.9

Each line ends with the Löwdin charge.
Element x y z (Å)
Cd: 2.49276 0.30629 -2.32566  1.381
Cd: -1.78006 1.06312 1.16280  1.360
Cd: -0.78929 -3.26348 -2.18191  1.441
S: -0.48911 -0.21401 -0.84331  0.249
O: -1.53832 0.76332 -0.93664  -0.377
O: 0.76169 0.32885 -1.38038  -0.437
O: -0.45645 -0.25370 0.63200  -0.445
O: -0.82678 -1.51478 -1.36888  -0.447
S: -4.41811 1.56803 1.28873  0.175
O: -5.24550 1.79194 0.12520  -0.359
O: -5.17951 1.69153 2.50073  -0.352
O: -3.62918 0.35026 1.18341  -0.506
O: -3.22695 2.46294 1.32861  -0.498
S: 2.24812 -2.18431 -3.08043  0.241
O: 3.15289 -2.93183 -3.90728  -0.291
O: 1.88346 -0.91671 -3.77022  -0.468
O: 1.07954 -2.97487 -2.67620  -0.469
O: 2.88037 -1.59796 -1.90186  -0.458
C: 3.96929 0.01721 1.79920  -0.041
O: 4.34352 1.33640 1.49766  0.000
C: 4.06408 1.77716 0.25257  -0.522
O: 3.37783 1.18188 -0.56680  0.021
O: 4.55203 2.98820 -0.02133  0.031
C: 5.12112 3.72834 1.06948  -0.019
H: 4.09651 -0.15225 2.86960  0.101
H: 4.64771 -0.73148 1.38755  0.110
H: 2.91505 -0.13095 1.56833  0.090
H: 5.33039 4.75708 0.77923  0.100
H: 6.09160 3.30504 1.32495  0.102
H: 4.43191 3.80989 1.90782  0.096
C: -4.03967 -1.10132 -1.63574  0.038
O: -4.79038 -2.38409 -1.78575  0.016
C: -4.05898 -3.48822 -1.91795  -0.541
O: -2.85554 -3.65928 -1.72592  -0.009
O: -4.88304 -4.54380 -2.09683  0.006
C: -6.27319 -4.30866 -2.50461  -0.009
H: -3.73053 -1.00146 -0.59526  0.074
H: -4.62275 -0.21076 -1.85891  0.106
H: -3.15851 -1.14137 -2.27362  0.067
H: -6.35298 -3.81714 -3.47326  0.098
H: -6.88414 -3.68868 -1.85062  0.098
H: -6.65454 -5.32595 -2.52494  0.096
C: 0.22890 3.81956 -0.72948  0.031
O: 1.10109 3.93347 0.44664  0.007
C: 0.70840 3.31471 1.54430  -0.579
O: -0.30785 2.67929 1.59172  0.052
O: 1.56723 3.63592 2.53973  -0.005
C: 1.24407 3.21427 3.88601  -0.001
H: 0.05428 2.79263 -1.04578  0.066
H: 0.75471 4.35566 -1.51523  0.092
H: -0.70509 4.27859 -0.41009  0.113
H: 2.12955 2.84385 4.39519  0.094
H: 0.41628 2.50517 3.89098  0.081
H: 0.85168 4.10119 4.38376  0.100
C: 0.65031 -1.62645 3.63493  -0.038
O: -0.00252 -0.84763 4.61105  0.020
C: -1.08442 -0.13788 4.28964  -0.560
O: -1.33429 0.34858 3.19430  0.013
O: -1.79148 0.13049 5.38047  0.022
C: -2.93788 1.00547 5.16826  0.009
H: 1.53553 -1.09379 3.28329  0.077
H: -0.01326 -1.81791 2.79198  0.089
H: 1.02856 -2.57335 4.01813  0.099
H: -3.48427 0.87483 4.23388  0.078
H: -2.60941 2.04339 5.21162  0.101
H: -3.59687 0.79629 6.00777  0.096
C: 3.56434 4.49790 -4.08044  -0.051
O: 2.29823 4.18000 -4.60335  0.023
C: 1.73040 3.00315 -4.23788  -0.546
O: 2.15900 2.22126 -3.39772  0.006
O: 0.59682 2.93000 -4.87857  0.044
C: -0.38379 1.91862 -4.57941  0.011
H: 4.25762 4.78485 -4.87087  0.097
H: 4.00704 3.69164 -3.49579  0.088
H: 3.54565 5.36326 -3.41564  0.097
H: -1.35886 2.40099 -4.55645  0.106
H: -0.17008 1.15224 -3.83860  0.078
H: -0.47800 1.38050 -5.52689  0.100
C: 1.97886 -3.07360 0.56002  -0.029
O: 1.28519 -4.12429 1.18609  0.030
C: 0.28540 -4.74571 0.58700  -0.531
O: -0.14330 -4.46561 -0.54115  -0.015
O: -0.21868 -5.67605 1.37329  0.043
C: -1.14260 -6.60172 0.84917  -0.033
H: 2.77460 -2.81854 1.25334  0.103
H: 1.32692 -2.32377 0.12584  0.073
H: 2.50052 -3.53399 -0.27928  0.096
H: -2.08476 -6.10824 0.58990  0.096
H: -1.41591 -7.30969 1.62591  0.104
H: -0.87421 -7.00999 -0.12517  0.103



Max |F|, record by record: 4.863; 3.487; 5.043; 6.905 eV/A